# 1
{
  "formula": "C6H12O2",
  "method": "ωB97M-V with the def2-TZVPD basis set",
  "smiles": "C=C(C)/C=C/CO.O",
  "lumo_energy_ha": 0.027,
  "charge": 0,
  "de_lowest_kcal_mol": 62.2,
  "e_homo_ev": -9.3,
  "elements": ["C", "C", "C", "C", "C", "C", "O", "H", "H", "H", "H", "H", "H", "H", "H", "H", "H", "O", "H", "H"],
  "coordinates": [[-2.04012, -0.39903, -1.98512], [-1.23071, 0.62626, -1.70262], [-1.70312, 2.03915, -1.89667], [0.14046, 0.40761, -1.16876], [0.49691, 0.75089, 0.05840], [1.92139, 0.52394, 0.50552], [2.01654, -0.47540, 1.53136], [-3.00735, -0.37640, -2.46546], [-1.56975, -1.37523, -1.87337], [-1.27749, 2.51154, -2.76510], [-1.29396, 2.66702, -1.09597], [-2.77404, 2.22515, -1.93759], [0.80427, -0.13773, -1.82936], [-0.04726, 1.33222, 0.79504], [2.43421, 1.43698, 0.82453], [2.53733, 0.15295, -0.32405], [1.17295, -0.73037, 1.76150], [1.46756, -3.79827, 4.35487], [1.17946, -2.94739, 4.67596], [0.77272, -4.43391, 4.53689]],
  "forces_ev_per_angstrom": [[1.555, -0.583, -0.146], [-1.572, 0.177, -0.431], [0.584, 0.887, 0.818], [-1.266, -0.053, 0.044], [2.005, 0.542, 0.160], [0.460, -0.848, -0.368], [2.766, 1.290, -0.656], [-0.095, 0.393, 0.242], [-0.460, -0.145, 0.038], [0.292, -0.068, -0.715], [-0.227, -0.091, 0.151], [-0.088, -0.520, 0.034], [0.279, 0.030, 0.186], [-0.744, -0.176, -0.360], [-0.380, 0.071, 0.303], [-0.271, 0.039, -0.082], [-2.837, -0.946, 0.778], [0.403, -0.335, -0.281], [-0.254, 0.216, 0.182], [-0.150, 0.119, 0.102]],
  "nbo_charge": [-0.39, -0.02, -0.64, -0.19, -0.22, -0.09, -0.71, 0.20, 0.19, 0.22, 0.21, 0.22, 0.22, 0.21, 0.17, 0.17, 0.46, -0.94, 0.47, 0.47]
}

---

# 2
{
  "formula": "C3H8O2S",
  "method": "ωB97M-V with the def2-TZVPD basis set",
  "spin_multiplicity": 2,
  "lumo_energy_ha": [0.142, 0.141],
  "charge": -1,
  "de_lowest_kcal_mol": 18.8,
  "e_homo_ev": [-0.5, -3.3],
  "elements": ["C", "C", "S", "H", "H", "H", "H", "H", "H", "O", "C", "O", "H", "H"],
  "coordinates": [[-1.41435, 0.37670, -1.67104], [-1.41893, 0.98402, -0.24536], [-1.15054, -0.49034, 1.00130], [-0.99664, -0.62496, -1.71572], [-2.43951, 0.40218, -2.05194], [-0.81558, 0.99724, -2.35164], [-2.33912, 1.47377, 0.06996], [-0.58847, 1.65487, -0.02699], [-1.20897, -1.87246, 1.24472], [1.70453, 0.92180, 0.53565], [2.21371, 0.08369, -0.12983], [1.83108, -1.22923, -0.22406], [3.10265, 0.27614, -0.74880], [0.86779, -1.12356, 0.04292]],
  "forces_ev_per_angstrom": [[-0.221, 1.630, 0.191], [0.061, 0.095, -1.030], [0.535, -0.072, 0.965], [-0.127, -0.203, 0.247], [0.100, -0.375, -0.150], [-0.083, -0.011, -0.055], [-0.168, -0.098, -0.340], [0.127, -0.104, -0.171], [-0.257, -1.214, 0.121], [-0.177, 0.718, 0.272], [0.714, -1.635, -0.426], [-0.339, 2.039, -0.175], [0.153, -0.129, -0.067], [-0.318, -0.640, 0.619]],
  "mulliken_spin": [0.08, 0.33, 0.37, -0.04, -0.02, 0.01, -0.04, 0.00, 0.31, 0.00, 0.00, 0.01, 0.00, -0.01]
}